Record 1
C38H43N5OPdTe | ωB97M-V/def2-TZVPD

Element x y z (Å)
Pd 0.365 -1.425 -2.478
C 1.523 -3.818 -3.906
N 0.928 -2.462 -4.166
C 1.897 -1.569 -4.872
C 2.771 -0.843 -3.885
C 4.017 -0.347 -4.227
C 4.750 0.347 -3.277
C 4.224 0.506 -2.002
C 2.975 -0.012 -1.730
N 2.254 -0.656 -2.656
C -0.349 -2.591 -4.937
C -1.451 -2.983 -3.999
C -2.485 -3.832 -4.337
C -3.480 -4.082 -3.400
C -3.400 -3.485 -2.154
C -2.330 -2.654 -1.877
N -1.386 -2.399 -2.784
C 1.834 -4.217 -2.475
C 2.631 -5.341 -2.282
C 2.872 -5.768 -0.989
C 2.314 -5.059 0.067
C 1.543 -3.951 -0.223
N 1.303 -3.534 -1.470
H 2.444 -3.894 -4.487
H 0.835 -4.560 -4.318
H 1.335 -0.836 -5.455
H 2.502 -2.146 -5.575
H 4.409 -0.508 -5.221
H 5.724 0.746 -3.524
H 4.776 1.017 -1.227
H 2.530 0.066 -0.744
H -0.235 -3.305 -5.757
H -0.582 -1.615 -5.368
H -2.512 -4.291 -5.315
H -4.303 -4.740 -3.643
H -4.149 -3.664 -1.397
H -2.210 -2.172 -0.916
H 3.049 -5.872 -3.127
H 3.486 -6.640 -0.807
H 2.474 -5.361 1.092
H 1.086 -3.370 0.571
C -0.120 2.072 -1.912
C -0.141 1.001 -0.870
O 0.311 1.400 0.314
N -0.627 -0.170 -1.069
Te -0.557 0.647 2.004
C 0.603 1.614 3.447
C -0.109 2.055 4.569
C -1.577 1.828 4.795
C 0.622 2.699 5.562
C 1.998 2.867 5.479
C 2.762 3.561 6.558
C 2.670 2.335 4.373
C 2.004 1.699 3.341
C 2.781 1.115 2.195
C -2.216 1.881 1.845
C -2.092 3.278 1.764
C -0.808 4.060 1.759
C -3.276 4.011 1.681
C -4.529 3.412 1.685
C -5.782 4.226 1.615
C -4.600 2.021 1.770
C -3.466 1.233 1.855
C -3.627 -0.261 1.952
H 0.756 2.702 -1.762
H -1.011 2.686 -1.757
H -0.141 1.663 -2.921
H -1.992 0.991 4.220
H -2.166 2.714 4.553
H -1.745 1.586 5.843
H 0.095 3.051 6.440
H 2.111 3.877 7.370
H 3.266 4.442 6.159
H 3.531 2.904 6.966
H 3.748 2.418 4.323
H 3.848 1.193 2.393
H 2.577 1.638 1.260
H 2.554 0.051 2.065
H 0.089 3.454 1.702
H -0.738 4.666 2.664
H -0.801 4.749 0.913
H -3.207 5.091 1.618
H -5.568 5.289 1.533
H -6.389 4.065 2.507
H -6.386 3.927 0.757
H -5.572 1.544 1.787
H -4.635 -0.505 2.280
H -2.950 -0.728 2.672
H -3.473 -0.736 0.978

## Properties
**2S+1**: 2
**E_LUMO (alpha / beta)**: -8.70 / -9.84 eV
**<S²>**: 0.7639
**Kohn-Sham gap (alpha / beta)**: 0.2685 / 0.2268 hartree
**Charge**: +3

---

Record 2
C20H25CsN5Se2 | ωB97M-V/def2-TZVPD

Element x y z (Å)
Cs -1.046 1.329 -1.485
C 2.659 2.329 0.092
N 1.354 1.966 0.606
C 1.082 2.554 1.905
C -0.213 2.036 2.442
N -1.112 1.393 1.748
C -2.150 1.142 2.650
C -3.379 0.512 2.461
C -4.223 0.404 3.548
C -3.868 0.912 4.806
C -2.662 1.551 5.010
C -1.821 1.653 3.907
N -0.570 2.221 3.742
C 2.956 1.573 -1.162
N 2.125 0.783 -1.784
C 2.847 0.276 -2.867
C 2.457 -0.622 -3.859
C 3.388 -0.953 -4.823
C 4.681 -0.409 -4.809
C 5.083 0.479 -3.832
C 4.139 0.804 -2.864
N 4.180 1.633 -1.756
H 3.471 2.139 0.812
H 2.670 3.404 -0.116
H 1.273 0.953 0.666
H 1.013 3.641 1.792
H 1.881 2.365 2.637
H -3.679 0.129 1.495
H -5.184 -0.079 3.427
H -4.557 0.808 5.633
H -2.391 1.951 5.978
H -0.019 2.673 4.451
H 1.463 -1.050 -3.867
H 3.117 -1.649 -5.605
H 5.381 -0.695 -5.582
H 6.082 0.896 -3.820
H 4.972 2.161 -1.432
C -4.605 -2.667 -2.038
Se -3.751 -1.342 -0.899
C -2.609 -2.543 0.138
C -1.561 -3.290 -0.672
Se -0.164 -2.173 -1.455
C 0.880 -1.918 0.168
H -5.021 -3.458 -1.419
H -3.910 -3.070 -2.768
H -5.413 -2.153 -2.552
H -3.262 -3.251 0.650
H -2.153 -1.913 0.904
H -2.014 -3.826 -1.504
H -1.057 -4.031 -0.050
H 1.228 -2.876 0.544
H 0.285 -1.404 0.923
H 1.727 -1.298 -0.117

## Properties
**E_LUMO**: -2.24 eV
**Kohn-Sham gap**: 0.3157 hartree
**Charge**: +1

---

Record 3
CH3OPS | ωB97M-V/def2-TZVPD

Element x y z (Å)
C 0.211 -0.953 0.702
O 1.100 -1.546 0.099
P -0.875 0.274 -0.019
S 0.277 0.996 -1.518
H -0.126 -1.429 1.611
H 0.177 1.330 1.653
H -0.763 1.329 -2.529

## Properties
**E_LUMO (alpha / beta)**: -1.24 / -1.24 eV
**Kohn-Sham gap (alpha / beta)**: 0.2992 / 0.2992 hartree

---

Calculated relative energy (zero: lowest compared OMol25 entry of this formula, charge and spin) in order - 76.5 6.2 311.3 kJ/mol
Calculated total energy in order - -2217.82736 -5873.79543 -854.55466 Ha